(1)
The following is a quantum chemistry calculation of a 2-piece molecular cluster, C2HN2O4 overall, from OMol25.

Last column: natural (NBO) charge in e.
Positions of all 9 atoms, in Å:
C 1.32748 -1.06812 -0.41456  0.80
C 0.50902 1.43654 0.23533  0.95
N -2.12234 -0.35400 0.08984  -0.04
N 0.75419 -0.18549 0.16887  -0.75
O -0.33758 1.60394 -0.57069  -0.69
O 1.95217 -1.83013 -1.06305  -0.63
O 1.24786 1.96105 0.97298  -0.65
O -2.20466 -1.47671 0.51177  -0.31
H -1.12614 -0.08708 0.06952  0.33

Forces on atoms 1 to 3 (eV/Å):
-0.599 2.907 0.666
0.582 -1.790 -1.163
-0.835 -0.096 0.021

Computed properties:
Charge = -1
F_max = 3.50 eV/Å
Energy above the lowest of the compared OMol25 structures with the same formula, charge and spin = 159.3 kJ/mol

=====

(2)
The following is a quantum chemistry calculation of C25H48BiCl3N4O3SSi as an isolated structure, from OMol25.

Last column: Löwdin charge in e.
Positions of all 86 atoms, in Å:
C -2.95744 3.98587 -3.35585  -0.02
C -2.58982 2.52344 -3.17014  -0.36
H -3.68592 4.10322 -4.16602  0.07
H -2.09142 4.59669 -3.59467  0.07
H -3.40572 4.33789 -2.40899  0.08
C -2.96182 1.52112 -4.05164  -0.20
C -3.49488 1.73785 -5.40818  -0.19
H -3.09251 0.50669 -3.67876  0.05
H -2.69630 2.12103 -6.04855  0.05
H -4.35691 2.41601 -5.50647  0.05
H -3.76402 0.76181 -5.81890  0.06
Bi 2.19298 0.15250 0.91014  1.15
Cl 0.33185 1.33489 2.48052  -0.04
Cl 4.69487 0.58736 0.29871  -0.20
C -0.59500 -1.60280 1.66499  -0.33
O 0.55722 -1.71145 1.15839  -0.26
N -1.35233 -2.67089 1.86195  -0.16
C -0.91837 -3.94916 1.31112  -0.02
C -2.63605 -2.59295 2.54767  -0.03
H -1.00628 -0.63497 1.97476  0.06
H 0.12378 -3.84475 1.00494  0.09
H -1.53040 -4.21236 0.43813  0.10
H -1.02197 -4.72128 2.08082  0.09
H -2.80703 -1.55540 2.86114  0.10
H -2.62775 -3.24485 3.43435  0.09
H -3.45335 -2.90219 1.88172  0.08
H 1.40160 0.81045 -3.75443  0.09
H -0.75736 -1.20593 -4.53456  0.09
C 1.88494 -0.16972 -3.67045  -0.05
C 0.11790 -1.81445 -4.26187  -0.04
N 0.92492 -1.17473 -3.22609  -0.17
H 2.70869 -0.12306 -2.95623  0.08
C 1.09411 -1.76396 -2.02314  -0.33
O 2.04890 -1.52931 -1.25857  -0.18
H -0.23161 -2.79107 -3.90419  0.09
H 0.29454 -2.47316 -1.75571  0.13
H 2.25635 -0.45554 -4.65661  0.09
H 0.72795 -1.94410 -5.16680  0.09
O -1.14655 2.40530 -2.36072  -0.24
C -2.31878 2.08802 -1.72669  -0.36
C -2.08171 -0.43868 -1.95807  -0.07
C -2.65835 0.68360 -1.33421  -0.18
H -1.34991 -0.26587 -2.75533  0.08
C -2.59500 -1.71783 -1.68568  -0.09
H -2.63266 2.86155 -1.01234  0.13
C -3.69473 0.51153 -0.40612  -0.03
H -2.24014 -2.56441 -2.25902  0.09
C -3.63279 -1.87393 -0.75126  -0.13
C -4.16113 -0.76349 -0.09301  -0.11
H -4.11211 1.42041 0.04324  0.12
H -4.06210 -2.85749 -0.58793  0.09
H -4.97133 -0.85465 0.63101  0.10
Si 1.60980 3.64749 -0.73255  0.50
Cl 0.82310 1.34392 -0.85453  0.30
C 3.40603 3.52502 -1.26708  -0.22
C 1.89806 3.86953 1.11898  -0.25
C 0.47905 4.83366 -1.51035  -0.19
H 3.85388 2.52244 -1.14278  -0.05
H 4.00827 4.18099 -0.61471  0.04
H 3.57834 3.85711 -2.29783  0.03
H 0.52363 4.79570 -2.60003  0.05
H 0.79136 5.83104 -1.18663  0.05
H -0.54862 4.68450 -1.18521  0.04
H 2.32877 2.98293 1.60366  -0.04
H 0.98246 4.14395 1.64104  0.02
H 2.62456 4.69114 1.23123  0.05
C 1.66830 0.34862 5.59129  -0.13
N 1.92130 -1.02070 5.11750  -0.18
C 0.71595 -1.85925 4.97863  -0.04
C 2.89307 -1.17512 4.16668  -0.75
S 3.64268 0.20355 3.50912  0.57
N 3.13487 -2.42428 3.69365  -0.21
C 3.09710 -3.58253 4.57831  -0.04
C 3.76586 -2.61237 2.38810  -0.08
H 1.02744 0.28766 6.47592  0.09
H 1.18482 0.95810 4.80684  0.00
H 2.63119 0.80300 5.85856  0.06
H 0.70291 -2.34760 3.99825  0.07
H 0.72354 -2.63010 5.75536  0.09
H -0.17591 -1.23884 5.09601  0.09
H 2.18531 -4.15391 4.39824  0.08
H 3.95288 -4.20835 4.33027  0.09
H 3.15301 -3.28148 5.62401  0.10
H 3.05715 -2.38555 1.57629  0.04
H 4.64514 -1.96975 2.27088  0.06
H 4.04568 -3.66328 2.30645  0.09

Forces on atoms 1 to 3 (eV/Å):
-0.010 -0.466 0.268
-2.310 -1.305 0.953
0.093 -0.040 0.187

Computed properties:
F_max = 2.99 eV/Å
Energy above the lowest of the compared OMol25 structures with the same formula, charge and spin = 366.9 kJ/mol

=====

(3)
The following is a quantum chemistry calculation of one molecule with the formula CH4FO3P, from OMol25.

Last column: natural (NBO) charge in e.
Positions of all 10 atoms, in Å:
O 0.46973 -0.28495 2.24622  -0.44
O -0.68609 0.38498 1.79432  -0.24
C -1.05431 -0.00419 0.52575  0.71
F -1.34789 -1.42182 0.45854  -0.38
O -0.09631 0.27531 -0.50453  -0.88
P 1.47892 -0.07639 -1.67637  0.67
H 1.11156 -0.36495 1.55977  0.46
H -1.87623 0.61994 0.39315  0.16
H 0.63444 -0.38047 -2.99502  -0.01
H 1.36618 1.25254 -1.80184  -0.05

Forces on atoms 1 to 3 (eV/Å):
-0.590 -0.611 2.161
0.487 -0.347 -0.937
3.440 -2.637 -1.254

Computed properties:
F_max = 4.65 eV/Å
Energy above the lowest of the compared OMol25 structures with the same formula, charge and spin = 134.2 kJ/mol

=====

(4)
The following is a quantum chemistry calculation of a 2-piece molecular cluster, C16H17NO overall, from OMol25.

Last column: natural (NBO) charge in e.
Positions of all 35 atoms, in Å:
C -3.20531 -1.82792 -2.68221  -0.63
C -2.36065 -2.11265 -1.43896  -0.10
C -2.69712 -2.13129 -0.12295  -0.02
N -1.65441 -2.70371 0.59450  -0.55
C -0.51720 -2.65667 -0.24518  0.12
C 0.77015 -2.86630 0.17789  -0.21
C 1.74158 -2.78420 -0.80697  -0.24
C 1.35879 -2.36084 -2.09319  -0.21
C 0.04903 -2.12556 -2.56463  -0.22
C -0.95863 -2.34027 -1.57472  -0.08
H -3.51763 -2.84541 -3.00493  0.23
H -2.60444 -1.27939 -3.43469  0.21
H -3.93404 -1.11441 -2.32012  0.22
H -3.69748 -2.12049 0.52506  0.21
H -1.70146 -2.65071 1.59992  0.40
H 0.98833 -3.08070 1.27207  0.22
H 2.70619 -3.08645 -0.60466  0.21
H 2.22190 -2.01005 -2.91338  0.21
H -0.22419 -1.76592 -3.52835  0.22
C 0.07894 4.61886 0.08432  -0.63
C 0.64044 3.52885 1.04290  -0.04
C -0.09509 2.59751 1.75189  -0.20
C 0.33128 1.34517 2.22252  -0.24
C 1.75640 1.33135 2.30883  0.29
O 2.11906 0.17815 2.92303  -0.67
C 2.49402 2.35104 1.83157  -0.30
C 2.05119 3.44392 1.12147  -0.18
H -0.56287 5.23594 0.76883  0.22
H -0.54528 4.11916 -0.73948  0.22
H 0.87102 5.28046 -0.30957  0.22
H -1.18398 2.73190 1.92628  0.20
H -0.13929 0.55923 2.80216  0.23
H 3.10123 0.13877 2.88313  0.48
H 3.65859 2.36253 1.99804  0.20
H 2.66092 4.04010 0.54960  0.21

Forces on atoms 1 to 3 (eV/Å):
1.118 -0.149 1.366
-0.562 1.355 -1.811
-2.272 -1.973 1.737

Computed properties:
F_max = 5.70 eV/Å
Energy above the lowest of the compared OMol25 structures with the same formula, charge and spin = 298.7 kJ/mol